1.
Density functional theory data (ωB97M-V/def2-TZVPD) for the molecule C21H33N5O3.

2S+1 = 1
ΔE to the lowest compared entry with this formula, charge and spin = 8.6 kcal per mole
SMILES string = COC[C@@H]1CN(C(=O)[C@H]2CCC23CCC3)CCN1C(=O)Cc1nncn1C(C)C
Frontier orbital gap = 9.72 eV

CARTESIAN COORDINATES (ANGSTROEM)
C -0.241 3.989 -1.365
O -0.248 2.620 -1.708
C -0.824 1.815 -0.708
C -0.645 0.360 -1.125
C -1.247 -0.586 -0.089
N -0.453 -0.588 1.124
C -0.916 0.068 2.234
O -2.051 0.515 2.268
C 0.042 0.190 3.398
C 1.274 1.128 3.304
C 1.126 1.355 4.821
C -0.349 0.933 4.700
C -1.417 2.054 4.656
C -2.388 1.112 5.400
C -1.177 0.230 5.787
C 0.916 -1.000 0.877
C 1.580 -0.078 -0.132
N 0.767 0.027 -1.345
C 1.459 0.433 -2.473
O 2.667 0.555 -2.449
C 0.723 0.580 -3.800
C 0.910 -0.583 -4.723
N 1.426 -0.452 -5.916
N 1.430 -1.686 -6.512
C 0.918 -2.521 -5.659
N 0.558 -1.886 -4.507
C 0.019 -2.509 -3.298
C 1.136 -3.155 -2.490
C -1.090 -3.493 -3.643
H 0.236 4.527 -2.180
H -1.260 4.368 -1.228
H 0.324 4.158 -0.442
H -0.345 2.006 0.261
H -1.894 2.032 -0.591
H -1.188 0.210 -2.057
H -2.261 -0.285 0.160
H -1.267 -1.603 -0.495
H 0.383 -0.813 3.678
H 2.213 0.720 2.932
H 1.030 2.032 2.743
H 1.710 0.626 5.387
H 1.320 2.354 5.211
H -1.097 2.883 5.292
H -1.732 2.433 3.688
H -2.973 1.538 6.213
H -3.048 0.605 4.700
H -1.287 -0.852 5.697
H -0.798 0.463 6.785
H 1.486 -1.016 1.800
H 0.897 -2.020 0.480
H 1.743 0.911 0.312
H 2.556 -0.463 -0.419
H -0.334 0.807 -3.680
H 1.177 1.428 -4.306
H 0.785 -3.577 -5.824
H -0.410 -1.696 -2.716
H 0.742 -3.562 -1.558
H 1.587 -3.974 -3.055
H 1.916 -2.430 -2.256
H -1.551 -3.859 -2.725
H -1.859 -3.021 -4.254
H -0.701 -4.358 -4.182


2.
Density functional theory data (ωB97M-V/def2-TZVPD) for a cluster of 2 separate species, C21H33N6O2P2 in total at a distorted geometry.

2S+1 = 1
Net charge = +1
Frontier orbital gap = 4.21 eV

CARTESIAN COORDINATES (ANGSTROEM)
C -6.170 0.971 -1.793
C -5.295 2.050 -1.472
C -4.468 3.409 -1.078
C -3.518 3.972 -2.300
C -4.158 4.830 -3.485
N -3.556 5.414 -4.682
N -2.237 5.178 -4.683
C -1.530 5.776 -5.922
C -1.909 7.159 -6.333
C -1.390 4.445 -3.761
P 0.508 4.331 -4.125
C 1.259 5.776 -3.055
O 1.167 2.790 -3.652
C -1.920 3.705 -2.441
C -1.084 2.807 -1.354
C -0.092 3.531 -0.287
C 0.569 2.422 0.704
C 0.234 0.868 0.497
N -0.656 0.160 -0.463
C -1.272 1.216 -1.313
H -6.555 -0.036 -2.302
H -3.731 3.124 -0.188
H -5.123 4.295 -0.682
H -5.332 5.034 -3.389
H -0.757 5.190 -6.578
H -1.255 8.122 -6.213
H -2.960 7.289 -6.885
H 0.568 6.026 -2.141
H 1.253 6.728 -3.775
H 2.358 5.523 -2.733
H 1.017 2.092 -4.354
H 0.100 4.682 -0.203
H 1.293 2.764 1.570
H 0.796 0.126 1.249
H -2.050 0.780 -2.110
O 0.576 -3.198 4.421
P 1.729 -3.730 3.535
N 0.689 -3.955 2.200
C 0.689 -5.046 1.241
C 0.386 -2.709 1.494
N 1.857 -5.159 4.480
C 0.754 -6.116 4.515
C 2.269 -4.882 5.862
N 3.054 -4.341 2.516
C 3.606 -5.695 2.567
C 4.166 -3.385 2.533
H 1.496 -4.954 0.504
H -0.256 -5.069 0.685
H 0.766 -6.024 1.707
H 1.218 -2.415 0.845
H 0.205 -1.891 2.197
H -0.521 -2.801 0.886
H -0.213 -5.632 4.678
H 0.892 -6.863 5.305
H 0.707 -6.694 3.594
H 1.438 -4.508 6.473
H 3.065 -4.131 5.884
H 2.669 -5.785 6.336
H 4.150 -5.890 3.498
H 4.304 -5.851 1.736
H 2.836 -6.460 2.442
H 4.675 -3.392 3.501
H 3.794 -2.371 2.352
H 4.894 -3.601 1.744


3.
Density functional theory data (ωB97M-V/def2-TZVPD) for the molecule C21H33NO4S at a distorted geometry.

2S+1 = 1
ΔE to the lowest compared entry with this formula, charge and spin = 455.6 kcal per mole
SMILES string = CCOC(=O)C1(CCOC)CCN(Cc2ccc([C@@H]3CCCCO3)s2)CC1
Frontier orbital gap = 7.96 eV

CARTESIAN COORDINATES (ANGSTROEM)
C 0.300 -2.087 2.547
C 0.545 -0.955 1.586
O -0.560 0.023 1.181
C -0.311 1.102 1.983
O 0.677 1.423 2.792
C -1.638 1.919 1.677
C -2.318 2.309 3.105
C -2.955 1.078 3.682
O -4.217 0.490 2.987
C -4.596 -0.693 3.410
C -2.530 1.449 0.555
C -1.821 1.523 -0.728
N -1.096 2.537 -0.982
C -0.423 2.752 -2.376
C 0.571 1.740 -2.360
C 2.098 2.123 -2.140
C 2.821 0.992 -2.272
C 2.417 -0.235 -2.351
C 2.957 -1.551 -2.326
C 2.747 -2.188 -3.776
C 3.068 -3.786 -3.607
C 2.419 -4.212 -2.635
C 2.542 -3.562 -1.199
O 1.924 -2.475 -1.435
S 0.574 0.007 -2.572
C -0.237 3.001 -0.093
C -1.039 3.456 1.174
H 1.166 -2.880 2.503
H 0.091 -1.783 3.537
H -0.503 -2.479 2.386
H 0.714 -1.447 0.629
H 1.470 -0.441 1.858
H -2.979 2.884 3.135
H -1.635 2.590 3.728
H -3.072 1.147 4.780
H -2.183 0.188 3.650
H -4.113 -1.506 3.292
H -5.686 -0.766 2.872
H -5.154 -0.538 4.604
H -2.888 0.418 0.773
H -3.424 2.342 0.648
H -2.452 1.284 -1.571
H -1.026 0.739 -0.814
H -1.192 2.522 -2.984
H 0.060 3.669 -2.535
H 2.458 3.024 -2.012
H 3.942 1.070 -1.990
H 4.070 -1.421 -2.008
H 3.179 -1.580 -4.486
H 1.494 -2.324 -3.981
H 2.864 -4.195 -4.743
H 4.196 -3.661 -3.462
H 2.823 -5.285 -2.505
H 1.378 -4.408 -2.820
H 2.034 -4.164 -0.286
H 3.521 -3.594 -1.064
H 0.349 4.151 -0.316
H 0.643 2.617 0.093
H -0.228 3.615 2.147
H -1.835 4.031 1.116


4.
Density functional theory data (ωB97M-V/def2-TZVPD) for a structure of composition C21H34CrN5O3S3Se.

<S²> = 6.016
2S+1 = 5
ΔE to the lowest compared entry with this formula, charge and spin = 0.0 kcal per mole
Net charge = +1
Frontier orbital gap (alpha / beta) = 7.32 / 7.59 eV

CARTESIAN COORDINATES (ANGSTROEM)
Cr -0.863 0.388 0.277
C -2.426 -2.916 -1.940
C -3.548 -1.882 -1.989
S -3.339 -0.352 -1.027
C -4.277 -0.655 0.487
C -3.699 -1.664 1.471
S -1.945 -1.396 1.866
C -1.280 -3.080 1.805
C -1.017 -3.685 0.435
S -2.478 -4.102 -0.565
H -1.445 -2.443 -1.951
H -2.505 -3.519 -2.847
H -4.508 -2.316 -1.701
H -3.656 -1.535 -3.018
H -5.285 -0.965 0.208
H -4.371 0.327 0.953
H -3.789 -2.668 1.068
H -4.263 -1.610 2.403
H -1.945 -3.702 2.405
H -0.336 -3.002 2.348
H -0.479 -4.623 0.589
H -0.381 -3.031 -0.158
C 1.331 3.014 -2.420
C 0.633 1.898 -1.720
N -0.103 2.084 -0.683
O -0.194 3.415 -0.266
C 0.828 0.492 -2.096
C 1.683 0.064 -3.241
N 0.292 -0.359 -1.269
O 0.568 -1.624 -1.381
H 2.028 3.492 -1.730
H 0.617 3.777 -2.726
H 1.878 2.657 -3.286
H -0.045 3.362 0.691
H 1.492 0.666 -4.128
H 1.472 -0.982 -3.455
H 2.749 0.142 -3.007
C -3.982 2.826 3.038
N -3.756 3.146 1.634
C -4.564 4.211 1.057
C -2.843 2.517 0.921
O -2.119 1.608 1.378
H -3.790 3.708 3.649
H -3.315 2.024 3.337
H -5.018 2.519 3.180
H -4.397 5.140 1.602
H -5.620 3.950 1.118
H -4.293 4.356 0.014
H -2.755 2.846 -0.118
C 4.502 0.961 2.502
N 4.046 0.084 1.442
C 2.767 -0.259 1.170
Se 1.275 0.332 2.112
N 2.782 -1.109 0.132
C 4.087 -1.322 -0.287
C 4.617 -2.092 -1.312
C 5.994 -2.076 -1.450
C 6.809 -1.321 -0.600
C 6.276 -0.550 0.420
C 4.896 -0.568 0.555
H 3.636 1.332 3.042
H 5.053 1.799 2.076
H 5.148 0.409 3.184
H 1.944 -1.487 -0.338
H 3.984 -2.680 -1.962
H 6.455 -2.664 -2.232
H 7.880 -1.340 -0.743
H 6.908 0.032 1.077


5.
Density functional theory data (ωB97M-V/def2-TZVPD) for the molecule C21H34FN3O3S at a distorted geometry.

2S+1 = 1
SMILES string = CC(C)CN(CC(C)C)S(=O)(=O)N1CCC(C(=O)NCc2ccc(F)cc2)CC1
Frontier orbital gap = 9.71 eV

CARTESIAN COORDINATES (ANGSTROEM)
C 1.816 3.235 -0.766
C 2.363 2.841 -2.133
C 1.972 3.871 -3.191
C 1.838 1.462 -2.554
N 2.128 0.429 -1.581
C 3.490 -0.046 -1.457
C 4.086 -0.696 -2.724
C 4.730 -2.036 -2.379
C 5.102 0.224 -3.400
S 1.006 -0.793 -1.437
O -0.283 -0.222 -1.688
O 1.380 -1.963 -2.172
N 1.234 -1.129 0.185
C 1.087 -2.515 0.582
C -0.374 -2.908 0.782
C -1.036 -1.969 1.790
C -2.513 -2.310 1.958
O -3.145 -2.982 1.174
N -3.063 -1.786 3.081
C -4.487 -1.842 3.342
C -5.135 -0.495 3.157
C -4.966 0.187 1.956
C -5.531 1.433 1.765
C -6.274 1.989 2.792
F -6.828 3.207 2.616
C -6.463 1.334 3.994
C -5.884 0.089 4.170
C -0.901 -0.527 1.283
C 0.575 -0.189 1.064
H 0.728 3.250 -0.788
H 2.138 2.520 -0.013
H 2.171 4.223 -0.483
H 3.456 2.801 -2.075
H 2.371 3.595 -4.164
H 0.890 3.937 -3.270
H 2.360 4.852 -2.926
H 2.237 1.201 -3.542
H 0.749 1.496 -2.627
H 3.453 -0.775 -0.647
H 4.111 0.793 -1.133
H 3.261 -0.895 -3.415
H 5.179 -2.480 -3.265
H 3.973 -2.718 -2.000
H 5.506 -1.908 -1.627
H 4.658 1.183 -3.655
H 5.948 0.400 -2.739
H 5.474 -0.232 -4.315
H 1.653 -2.656 1.511
H 1.539 -3.114 -0.208
H -0.440 -3.941 1.128
H -0.901 -2.834 -0.171
H -0.535 -2.061 2.762
H -2.516 -1.171 3.662
H -4.659 -2.215 4.357
H -4.893 -2.560 2.623
H -4.391 -0.270 1.164
H -5.408 1.970 0.838
H -7.050 1.797 4.771
H -6.023 -0.433 5.105
H -1.336 0.183 1.990
H -1.417 -0.432 0.326
H 1.113 -0.189 2.019
H 0.673 0.790 0.597


6.
Density functional theory data (ωB97M-V/def2-TZVPD) for a structure of composition C21H34FeN4O4PS2.

<S²> = 0.976
2S+1 = 2
ΔE to the lowest compared entry with this formula, charge and spin = 0.4 kcal per mole
Net charge = -2
Frontier orbital gap (alpha / beta) = 4.51 / 4.03 eV

CARTESIAN COORDINATES (ANGSTROEM)
Fe 1.495 0.178 0.883
C 5.410 1.956 1.348
C 3.915 1.745 1.524
O 3.502 0.582 1.211
C 3.159 2.784 2.031
C 1.764 2.705 2.389
C 1.164 3.841 3.179
N 1.043 1.680 2.082
N -0.264 1.680 2.580
C -0.794 0.498 2.391
O -0.241 -0.515 1.876
C -2.211 0.340 2.874
C -3.001 1.428 3.231
C -4.314 1.245 3.648
C -4.859 -0.030 3.718
C -4.077 -1.118 3.360
C -2.765 -0.930 2.937
H 5.700 1.664 0.336
H 5.950 1.308 2.044
H 5.705 2.993 1.524
H 3.670 3.713 2.257
H 1.905 4.627 3.337
H 0.795 3.487 4.143
H 0.298 4.250 2.653
H -2.558 2.414 3.164
H -4.921 2.104 3.912
H -5.885 -0.172 4.036
H -4.494 -2.118 3.399
H -2.138 -1.757 2.627
C -3.125 1.684 -4.815
C -1.857 1.613 -3.989
O -2.199 1.199 -2.679
P -1.139 0.274 -1.812
S -0.798 -1.363 -2.894
S 0.337 1.395 -1.173
O -2.114 -0.025 -0.575
C -3.296 -0.808 -0.719
C -4.501 0.046 -0.380
H -2.905 2.039 -5.827
H -3.846 2.365 -4.356
H -3.579 0.693 -4.881
H -1.368 2.591 -3.936
H -1.156 0.904 -4.434
H -3.208 -1.647 -0.025
H -3.361 -1.213 -1.730
H -4.430 0.410 0.647
H -5.422 -0.539 -0.480
H -4.547 0.902 -1.055
C 3.538 -4.388 -0.910
C 2.335 -3.588 -1.421
C 1.061 -4.440 -1.332
C 2.564 -3.141 -2.870
C 2.151 -2.384 -0.590
N 1.901 -1.393 -0.060
H 3.659 -5.295 -1.510
H 3.394 -4.674 0.133
H 4.453 -3.797 -0.979
H 1.152 -5.304 -1.998
H 0.192 -3.848 -1.615
H 0.911 -4.795 -0.310
H 2.692 -4.020 -3.511
H 3.454 -2.515 -2.945
H 1.706 -2.564 -3.219
N 3.859 1.249 -1.813
H 3.924 0.669 -0.976
H 3.648 2.168 -1.431
H 2.973 0.959 -2.221


7.
Density functional theory data (ωB97M-V/def2-TZVPD) for a structure of composition C21H34MnN3O3P at a distorted geometry.

<S²> = 8.809
2S+1 = 6
Frontier orbital gap (alpha / beta) = 6.98 / 5.73 eV

CARTESIAN COORDINATES (ANGSTROEM)
C -4.778 -0.630 -1.021
C -3.961 -0.558 -2.161
C -2.620 -0.136 -2.056
C -2.153 0.190 -0.800
C -2.902 0.086 0.365
C -4.235 -0.336 0.237
C -1.790 0.000 -3.302
C -0.621 1.017 -3.356
N -0.455 1.951 -2.103
Mn -0.237 0.847 -0.788
C -2.334 0.479 1.678
P -0.731 1.543 1.385
H -4.316 -0.803 -3.165
H -4.864 -0.403 1.115
H -5.808 -0.978 -1.153
H -2.055 -0.420 2.239
H -3.061 1.021 2.317
H -1.309 -0.967 -3.541
H -2.444 0.288 -4.157
H 0.375 0.481 -3.512
C 0.133 1.047 2.879
C -1.500 3.186 1.733
H -0.763 1.802 -4.148
C -1.649 2.881 -1.968
C 0.822 2.681 -2.246
H 1.517 0.805 -0.459
H -1.381 3.628 -2.777
H -2.566 2.323 -2.157
H -1.591 3.329 -0.954
H 0.709 3.193 -3.183
H 0.964 3.366 -1.457
H 1.653 2.075 -2.368
H -1.860 3.228 2.739
H -0.714 3.914 1.599
H -2.274 3.394 1.028
H -0.333 1.422 3.794
H 0.236 -0.028 2.952
H 1.133 1.450 2.825
H 0.317 2.620 1.011
C 1.233 -4.440 -1.582
C 1.497 -4.242 -0.116
C 2.006 -2.836 0.306
C 2.351 -2.865 1.810
C 1.295 -3.440 2.748
C 3.313 -2.577 -0.454
O 4.407 -3.096 -0.214
N 3.143 -1.698 -1.497
C 2.144 -0.738 -1.704
O 2.203 -0.009 -2.672
N 1.067 -0.732 -0.843
C 0.934 -1.758 0.080
O -0.134 -1.838 0.723
H 0.221 -4.138 -1.861
H 1.339 -5.498 -1.847
H 1.929 -3.874 -2.195
H 0.593 -4.500 0.456
H 2.247 -4.981 0.222
H 3.285 -3.425 1.959
H 2.571 -1.834 2.115
H 1.384 -4.531 2.824
H 1.402 -3.040 3.759
H 0.293 -3.194 2.402
H 3.971 -1.478 -2.051